1.
This record from OMol25 describes a cluster of 2 separate species, C4H12 in total in a non-equilibrium geometry. The level of theory is ωB97M-V/def2-TZVPD.

Values from the calculation:
Relative energy (zero: lowest compared OMol25 entry of this formula, charge and spin) (kcal per mole): 18.43
Orbital gap (eV): 12.430
HOMO energy (eV): -11.28
SMILES: CC.CC
Net charge: 0
E_LUMO (eV): 1.15

Last column: Mulliken charge in e.
Positions of all 16 atoms, in Å:
C1 -2.440 -0.970 1.654  -1.01
C2 -1.298 -0.475 0.747  -0.65
H1 -3.354 -0.416 1.433  0.27
H2 -2.731 -2.054 1.631  0.29
H3 -2.217 -1.077 2.715  0.30
H4 -0.383 -0.668 1.287  0.25
H5 -1.421 -1.077 -0.157  0.24
H6 -1.420 0.575 0.562  0.30
C3 1.664 1.333 -0.750  -0.47
C4 2.140 0.243 -1.720  -0.83
H7 1.085 0.775 0.022  -0.06
H8 2.505 1.811 -0.252  0.31
H9 1.016 2.126 -1.154  0.25
H10 3.221 0.326 -1.731  0.26
H11 1.888 0.328 -2.774  0.28
H12 1.746 -0.781 -1.514  0.25

Cartesian forces (eV/Å) of the 2 atoms listed first:
C -0.7 -1.4 0.5
C -1.2 -1.6 0.9


2.
This record from OMol25 describes a cluster of 2 separate species, C4H12 in total in a non-equilibrium geometry. The level of theory is ωB97M-V/def2-TZVPD.

Values from the calculation:
Relative energy (zero: lowest compared OMol25 entry of this formula, charge and spin) (kcal per mole): 11.78
Orbital gap (eV): 12.444
HOMO energy (eV): -11.37
SMILES: CC.CC
Net charge: 0
E_LUMO (eV): 1.07

Last column: Mulliken charge in e.
Positions of all 16 atoms, in Å:
C1 0.156 -2.930 -0.350  -0.86
C2 0.716 -1.984 -1.389  -0.56
H1 0.766 -3.773 -0.024  0.29
H2 -0.210 -2.493 0.583  0.28
H3 -0.781 -3.407 -0.675  0.27
H4 1.698 -2.288 -1.722  0.28
H5 -0.051 -1.792 -2.135  0.27
H6 0.847 -0.964 -1.002  0.05
C3 0.256 2.422 0.350  -0.66
C4 -0.961 2.447 1.289  -0.87
H7 0.818 3.337 0.525  0.29
H8 0.776 1.492 0.518  0.17
H9 -0.089 2.490 -0.681  0.24
H10 -1.332 1.457 1.551  0.26
H11 -1.796 3.043 0.907  0.27
H12 -0.814 2.943 2.256  0.28

Cartesian forces (eV/Å) of the 2 atoms listed first:
C -1.5 -1.0 1.0
C -0.3 1.2 0.8


3.
This record from OMol25 describes a cluster of 2 separate species, C4H12 in total in a non-equilibrium geometry. The level of theory is ωB97M-V/def2-TZVPD.

Values from the calculation:
Relative energy (zero: lowest compared OMol25 entry of this formula, charge and spin) (kcal per mole): 27.07
Orbital gap (eV): 12.512
HOMO energy (eV): -11.39
SMILES: CC.CC
Net charge: 0
E_LUMO (eV): 1.12

Last column: Mulliken charge in e.
Positions of all 16 atoms, in Å:
C1 -1.853 0.981 0.964  -0.82
C2 -1.835 2.306 0.216  -0.82
H1 -1.777 0.198 0.261  0.19
H2 -1.129 0.782 1.725  0.32
H3 -2.827 0.901 1.467  0.30
H4 -2.692 2.930 0.438  0.28
H5 -1.657 2.328 -0.867  0.29
H6 -1.030 2.737 0.711  0.26
C3 1.120 -1.652 -0.246  -0.79
C4 2.553 -1.688 -0.975  -0.80
H7 1.134 -2.377 0.556  0.30
H8 1.071 -0.752 0.340  0.21
H9 0.341 -1.875 -0.939  0.32
H10 3.123 -2.482 -0.639  0.29
H11 3.166 -0.773 -0.885  0.27
H12 2.293 -1.564 -2.127  0.20

Cartesian forces (eV/Å) of the 2 atoms listed first:
C -2.2 -0.2 -0.3
C 0.0 0.0 0.2


4.
This record from OMol25 describes a cluster of 2 separate species, C4H12 in total in a non-equilibrium geometry. The level of theory is ωB97M-V/def2-TZVPD.

Values from the calculation:
Relative energy (zero: lowest compared OMol25 entry of this formula, charge and spin) (kcal per mole): 5.81
Orbital gap (eV): 12.707
HOMO energy (eV): -11.61
SMILES: CC.CC
Net charge: 0
E_LUMO (eV): 1.10

Last column: Mulliken charge in e.
Positions of all 16 atoms, in Å:
C1 -0.132 2.549 -0.678  -0.88
C2 0.983 1.621 -1.149  -0.54
H1 0.047 2.895 0.338  0.27
H2 -0.213 3.452 -1.279  0.31
H3 -1.106 2.065 -0.673  0.27
H4 0.622 1.100 -2.048  0.24
H5 1.060 0.792 -0.449  0.02
H6 1.874 2.178 -1.397  0.32
C3 -1.096 -2.377 1.034  -0.86
C4 0.314 -1.834 0.776  -0.70
H7 -1.254 -2.673 2.073  0.28
H8 -1.819 -1.629 0.729  0.27
H9 -1.243 -3.279 0.435  0.26
H10 0.522 -0.998 1.474  0.25
H11 0.336 -1.329 -0.192  0.16
H12 1.108 -2.532 1.007  0.34

Cartesian forces (eV/Å) of the 2 atoms listed first:
C 0.0 0.3 0.3
C -1.7 -0.5 -0.6


> What is the relative energy (zero: lowest compared OMol25 entry of this formula, charge and spin) in the third record?

27.07 kcal per mole